A 2-piece molecular cluster, H4O3SSi overall, computed with ωB97M-V/def2-TZVPD.

As for the gap between HOMO and LUMO (spin up / spin down): 5.42 / 7.17 eV. Its multiplicity is 3. As for the energy above the lowest of the compared OMol25 structures with the same formula, charge and spin: 0.0 kcal/mol.

Last column: Mulliken spin population.
Positions of all 9 atoms, in Å:
O 0.269 -0.222 0.255  -0.4156
O 2.177 -1.081 -1.345  -0.2240
O -1.723 0.951 2.252  -0.0114
Si 0.720 -0.506 -1.200  1.5431
S -0.398 -0.019 -2.784  0.9208
H 0.683 -0.119 1.170  0.1061
H 2.730 -0.869 -2.163  0.0750
H -1.838 1.138 1.252  0.0047
H -2.619 0.727 2.562  0.0014

=====

A 2-piece molecular cluster, H4O4 overall, computed with ωB97M-V/def2-TZVPD.

Its structure (SMILES) is OO.OO. As for the gap between HOMO and LUMO: 10.79 eV. As for the energy above the lowest of the compared OMol25 structures with the same formula, charge and spin: 20.1 kcal/mol.

Last column: Löwdin charge in e.
Positions of all 8 atoms, in Å:
O 1.254 0.308 1.226  -0.0801
O -0.007 0.213 1.720  -0.0889
H 1.280 -0.402 0.603  0.0595
H -0.436 0.983 1.354  0.0778
O 0.058 0.012 -1.542  -0.0894
O -0.878 -0.635 -0.710  -0.1046
H -0.195 0.936 -1.359  0.1017
H -1.075 -1.416 -1.292  0.1239

=====

One molecule with the formula H4OP2S, computed with ωB97M-V/def2-TZVPD.

Its structure (SMILES) is O[P@@H](P)=S. As for the gap between HOMO and LUMO: 9.42 eV. As for the energy above the lowest of the compared OMol25 structures with the same formula, charge and spin: 1.4 kcal/mol.

Last column: Löwdin charge in e.
Positions of all 8 atoms, in Å:
O 0.157 -1.856 -0.266  -0.4008
P -0.341 -0.324 0.317  -0.0011
P 1.301 1.057 -0.508  0.5224
S -2.156 0.048 -0.206  0.1146
H -0.616 -2.286 -0.667  0.0262
H 0.043 -0.463 1.706  -0.0174
H 1.327 1.930 0.783  -0.0983
H 0.286 1.894 -1.159  -0.1458

=====

A 2-piece molecular cluster, H4S2 overall, computed with ωB97M-V/def2-TZVPD.

Its structure (SMILES) is S.S. As for the gap between HOMO and LUMO: 10.45 eV. As for the energy above the lowest of the compared OMol25 structures with the same formula, charge and spin: 8.5 kcal/mol.

Last column: Löwdin charge in e.
Positions of all 6 atoms, in Å:
S -2.819 0.126 0.521  0.3966
H -2.374 1.178 1.330  -0.1908
H -3.760 0.718 -0.301  -0.2056
S 2.836 -0.124 -0.541  0.4096
H 2.461 -0.750 0.586  -0.2394
H 3.408 -1.184 -1.293  -0.1704

=====

A 2-piece molecular cluster, H4S4 overall, computed with ωB97M-V/def2-TZVPD.

Its structure (SMILES) is SS.SS. As for the gap between HOMO and LUMO: 8.20 eV. As for the energy above the lowest of the compared OMol25 structures with the same formula, charge and spin: 33.7 kcal/mol.

Last column: Löwdin charge in e.
Positions of all 8 atoms, in Å:
S -2.182 0.658 1.105  0.2619
S -1.291 -1.001 0.108  0.2374
H -1.153 1.451 0.780  -0.2280
H -2.527 -1.509 0.020  -0.2074
S 2.080 -0.836 -0.165  0.1575
S 2.343 0.681 -1.597  0.2581
H 1.119 -1.078 0.748  -0.2635
H 1.610 1.634 -1.000  -0.2160

=====

A 27-piece molecular cluster, H54O27 overall, computed with ωB97M-V/def2-TZVPD.

As for the gap between HOMO and LUMO: 9.64 eV. As for the energy above the lowest of the compared OMol25 structures with the same formula, charge and spin: 65.1 kcal/mol.

Last column: Löwdin charge in e.
Positions of all 81 atoms, in Å:
O -14.808 -6.531 18.534  -0.0665
H -14.650 -7.384 18.123  -0.0112
H -14.034 -6.011 18.310  -0.0084
O -17.207 -1.187 10.755  -0.0731
H -16.421 -1.737 10.739  -0.0254
H -17.133 -0.690 11.571  -0.0251
O -9.679 -8.070 13.503  -0.0453
H -9.584 -7.657 14.364  0.0399
H -10.601 -7.940 13.273  -0.0241
O -14.939 -1.261 16.477  -0.0504
H -15.494 -2.040 16.403  -0.0064
H -14.641 -1.264 17.387  0.0351
O -14.909 -2.359 11.258  -0.0525
H -14.336 -1.595 11.367  0.0368
H -14.814 -2.602 10.332  0.0006
O -16.821 0.246 12.998  -0.0196
H -17.522 0.736 13.431  0.0673
H -16.392 -0.238 13.707  0.0512
O -12.058 -6.926 12.351  -0.0575
H -12.887 -6.539 12.064  -0.0022
H -11.430 -6.199 12.331  0.0172
O -17.152 -3.386 15.962  -0.0259
H -17.730 -4.031 15.552  0.0364
H -17.523 -2.539 15.711  0.0438
O -15.090 -9.316 13.948  -0.0502
H -15.528 -10.169 13.932  0.0763
H -14.287 -9.447 13.433  0.0038
O -13.499 -5.261 16.280  -0.0413
H -13.207 -4.410 15.947  0.0190
H -14.195 -5.530 15.679  0.0211
O -14.268 -8.614 16.593  -0.0319
H -13.654 -9.220 16.175  0.0505
H -15.011 -8.572 15.991  -0.0126
O -10.015 -5.052 11.538  -0.0280
H -9.308 -5.109 12.182  0.0408
H -9.981 -4.146 11.222  0.0541
O -14.639 -6.407 11.761  -0.0416
H -15.129 -7.113 11.339  0.0776
H -15.058 -6.302 12.621  0.0122
O -15.859 -5.815 14.133  -0.0317
H -16.643 -5.367 14.455  0.0573
H -15.874 -6.667 14.577  0.0258
O -11.892 -2.900 16.803  -0.0291
H -12.056 -3.326 17.644  0.0419
H -11.884 -1.963 17.005  0.0527
O -14.355 -3.190 8.837  -0.0302
H -15.059 -3.228 8.188  0.0835
H -14.015 -4.089 8.879  0.0227
O -11.146 -6.311 17.417  -0.0553
H -11.104 -5.576 18.031  0.0198
H -12.052 -6.307 17.100  -0.0208
O -9.094 -2.912 14.716  -0.0549
H -8.528 -3.529 14.249  0.0191
H -9.986 -3.182 14.491  -0.0105
O -11.626 0.390 9.918  -0.0377
H -11.782 1.195 9.422  0.0600
H -12.226 0.447 10.666  0.0011
O -13.335 0.079 12.140  -0.0334
H -13.908 0.474 12.800  0.0597
H -12.663 -0.385 12.649  0.0346
O -17.047 -7.995 15.282  -0.0382
H -16.390 -8.472 14.767  -0.0254
H -17.888 -8.293 14.932  0.0671
O -13.768 -5.899 9.167  -0.0250
H -14.214 -6.642 8.758  0.0594
H -13.985 -5.969 10.099  -0.0009
O -12.653 -9.627 12.956  -0.0344
H -11.898 -10.215 12.915  0.0708
H -12.328 -8.789 12.617  0.0077
O -18.965 -3.558 11.201  -0.0642
H -18.335 -4.265 11.342  0.0106
H -18.429 -2.760 11.176  -0.0155
O -11.737 -2.037 13.786  -0.0433
H -12.266 -2.165 14.576  0.0171
H -12.027 -2.732 13.191  0.0280
O -11.603 -2.020 8.629  -0.0718
H -12.504 -2.349 8.653  -0.0207
H -11.636 -1.190 9.112  -0.0363
O -13.929 -3.769 13.559  -0.0391
H -14.324 -4.634 13.683  -0.0125
H -14.430 -3.375 12.840  0.0073

=====

One molecule with the formula H5N2OP, computed with ωB97M-V/def2-TZVPD.

Its structure (SMILES) is N[PH](N)=O. As for the gap between HOMO and LUMO: 10.75 eV. As for the energy above the lowest of the compared OMol25 structures with the same formula, charge and spin: 30.9 kcal/mol.

Last column: Löwdin charge in e.
Positions of all 9 atoms, in Å:
N -0.656 1.216 0.526  -0.1729
P 0.015 -0.364 0.388  0.3864
N 1.194 -0.373 -0.855  -0.0953
O 0.640 -0.915 1.581  -0.3810
H -1.382 1.282 -0.499  0.1802
H -0.962 1.270 1.473  0.0038
H -1.086 -1.169 0.072  0.0122
H 1.226 -1.324 -1.162  0.0288
H 1.011 0.376 -1.523  0.0378

=====

One molecule with the formula H5N2P, computed with ωB97M-V/def2-TZVPD.

Its structure (SMILES) is NPN. As for the gap between HOMO and LUMO: 9.74 eV. As for the energy above the lowest of the compared OMol25 structures with the same formula, charge and spin: 8.9 kcal/mol.

Last column: Löwdin charge in e.
Positions of all 8 atoms, in Å:
N -1.405 -0.216 0.218  -0.2864
P -0.148 0.877 0.013  0.5855
N 1.201 -0.003 0.398  -0.3319
H -1.997 0.087 0.971  0.0017
H -1.033 -1.181 0.095  0.0436
H 0.092 0.671 -1.638  -0.0525
H 1.237 -0.807 -0.169  -0.0158
H 2.053 0.571 0.111  0.0559

=====

A 2-piece molecular cluster, H5N2PS overall, computed with ωB97M-V/def2-TZVPD.

As for the gap between HOMO and LUMO (spin up / spin down): 6.93 / 8.10 eV. As for the energy above the lowest of the compared OMol25 structures with the same formula, charge and spin: 102.8 kcal/mol.

Last column: Löwdin charge in e.
Positions of all 9 atoms, in Å:
N 1.490 -0.584 0.275  -0.1484
N 1.411 0.407 -0.488  -0.1404
P -1.302 1.383 -0.282  0.3108
S -2.102 -0.491 0.506  0.1066
H 1.552 -0.281 1.232  0.0844
H 1.491 -1.663 0.095  0.1566
H 0.867 0.276 -1.403  0.0266
H -1.848 1.135 -1.683  -0.1820
H -1.559 -0.181 1.746  -0.2141

=====

H5N2PS as an isolated structure, computed with ωB97M-V/def2-TZVPD.

As for the gap between HOMO and LUMO (spin up / spin down): 4.86 / 4.86 eV. As for the energy above the lowest of the compared OMol25 structures with the same formula, charge and spin: 104.5 kcal/mol.

Last column: Löwdin charge in e.
Positions of all 9 atoms, in Å:
N -0.063 -1.922 0.159  -0.1461
N -0.184 -0.786 0.965  -0.2143
P 1.386 1.281 -1.057  0.3787
S -0.075 1.925 0.091  0.1690
H -0.156 -1.922 -0.910  0.0937
H 0.616 -2.614 0.600  0.0780
H -0.044 -0.853 1.955  0.0506
H 2.184 2.523 -0.931  -0.1804
H -0.001 0.196 0.579  -0.2290

=====

A 3-piece molecular cluster, H5N4O overall, computed with ωB97M-V/def2-TZVPD.

As for the gap between HOMO and LUMO: 7.62 eV. As for the energy above the lowest of the compared OMol25 structures with the same formula, charge and spin: 48.5 kcal/mol. Its total charge is -1.

Last column: Löwdin charge in e.
Positions of all 10 atoms, in Å:
N 1.199 0.362 -0.111  -0.0795
N -2.175 -0.092 0.269  -0.0261
N 0.017 -0.394 -0.064  -0.1402
N -1.036 0.388 0.003  -0.5634
O -0.981 1.644 -0.177  -0.1893
H 1.952 0.068 0.440  -0.0071
H 1.044 1.321 0.100  0.0186
H -2.875 0.603 -0.025  0.0054
H 1.719 -2.264 -0.198  0.0072
H 1.137 -1.634 -0.238  -0.0256

=====

A 2-piece molecular cluster, H5N4P overall, computed with ωB97M-V/def2-TZVPD.

As for the gap between HOMO and LUMO (spin up / spin down): 9.16 / 6.61 eV. As for the energy above the lowest of the compared OMol25 structures with the same formula, charge and spin: 32.5 kcal/mol.

Last column: Löwdin charge in e.
Positions of all 10 atoms, in Å:
N -2.031 0.641 -0.224  -0.0990
N -2.027 -0.548 -0.361  -0.0616
N 1.279 0.499 -0.974  -0.2812
N 1.206 -0.696 1.184  -0.3031
P 0.904 -1.007 -0.430  0.6326
H -3.016 0.862 -0.018  0.0380
H 1.489 1.278 -0.402  0.0182
H 0.794 0.738 -1.841  0.0250
H 1.058 -1.615 1.658  0.0227
H 0.345 -0.153 1.406  0.0083

=====

A 2-piece molecular cluster, H5NO overall, computed with ωB97M-V/def2-TZVPD.

Its structure (SMILES) is N.O. As for the gap between HOMO and LUMO: 9.85 eV. As for the energy above the lowest of the compared OMol25 structures with the same formula, charge and spin: 12.6 kcal/mol.

Last column: Löwdin charge in e.
Positions of all 7 atoms, in Å:
N 1.392 -0.714 0.995  0.0264
H 2.184 -0.301 1.390  -0.0275
H 0.504 -0.215 1.009  0.0027
H 1.579 -1.441 0.345  -0.0101
O -1.292 0.683 -0.913  -0.0702
H -1.670 0.291 -1.780  0.0912
H -2.003 1.197 -0.622  -0.0126

=====

A 2-piece molecular cluster, H5NO overall, computed with ωB97M-V/def2-TZVPD.

Its structure (SMILES) is N.O. As for the gap between HOMO and LUMO: 11.74 eV. As for the energy above the lowest of the compared OMol25 structures with the same formula, charge and spin: 3.5 kcal/mol.

Last column: Löwdin charge in e.
Positions of all 7 atoms, in Å:
N -0.088 -0.313 0.967  0.0017
H -0.665 0.517 1.122  0.0262
H 0.136 -0.644 1.908  0.0212
H -0.774 -1.014 0.681  0.0218
O 0.647 0.679 -1.820  -0.0821
H 0.759 0.769 -0.866  -0.0090
H -0.016 0.006 -1.992  0.0202

=====

A 2-piece molecular cluster, H5NO2P2 overall, computed with ωB97M-V/def2-TZVPD.

As for the gap between HOMO and LUMO (spin up / spin down): 6.44 / 7.97 eV. As for the energy above the lowest of the compared OMol25 structures with the same formula, charge and spin: 60.2 kcal/mol.

Last column: Löwdin charge in e.
Positions of all 10 atoms, in Å:
N -2.132 -0.297 0.209  0.0186
O 2.100 -1.524 -0.669  -0.3841
O 1.346 0.787 0.196  -0.9849
P 1.055 2.326 -0.339  0.7382
P 1.468 -0.737 0.589  0.7807
H -2.219 -0.776 -0.660  -0.0078
H -2.693 -0.741 0.943  0.0215
H 1.804 -1.428 -1.605  0.0743
H -1.164 -0.308 0.417  -0.1006
H 0.436 2.698 0.921  -0.1560

=====

One molecule with the formula H5NO2P2, computed with ωB97M-V/def2-TZVPD.

Its structure (SMILES) is NP(O)OP. As for the gap between HOMO and LUMO: 9.41 eV. As for the energy above the lowest of the compared OMol25 structures with the same formula, charge and spin: 9.2 kcal/mol.

Last column: Löwdin charge in e.
Positions of all 10 atoms, in Å:
N -0.877 0.982 -0.235  -0.1737
P -0.910 -0.648 -0.647  0.7730
O -1.523 -1.116 0.768  -0.2912
O 0.871 -1.004 -0.398  -0.8422
P 2.228 -0.338 0.147  0.6737
H -1.594 1.270 0.418  0.0433
H -0.751 1.644 -0.986  0.0398
H -1.608 -2.066 0.868  0.0523
H 1.702 0.687 0.955  -0.1393
H 2.461 0.589 -0.892  -0.1357

=====

A 2-piece molecular cluster, H5NOSSi overall, computed with ωB97M-V/def2-TZVPD.

As for the gap between HOMO and LUMO: 9.33 eV. As for the energy above the lowest of the compared OMol25 structures with the same formula, charge and spin: 53.0 kcal/mol.

Last column: Löwdin charge in e.
Positions of all 9 atoms, in Å:
N -0.536 -0.672 -1.395  -0.1044
O -1.510 0.438 0.699  -0.2527
Si -0.004 0.081 0.071  0.0369
S 1.320 -1.042 1.343  0.3673
H -0.870 0.059 -2.017  0.0332
H 0.212 -1.250 -1.706  0.0018
H -1.617 0.479 1.677  0.0616
H 0.976 1.939 -0.716  -0.0070
H 2.029 -0.033 2.044  -0.1366

=====

A 3-piece molecular cluster, H5O3 overall, computed with ωB97M-V/def2-TZVPD.

As for the gap between HOMO and LUMO: 8.96 eV. As for the energy above the lowest of the compared OMol25 structures with the same formula, charge and spin: 2.3 kcal/mol. Its total charge is -1.

Last column: Löwdin charge in e.
Positions of all 8 atoms, in Å:
O 0.560 -0.050 0.572  -0.3976
H 1.116 -0.737 0.944  -0.0649
O 1.247 0.855 -1.764  -0.1993
H 0.355 1.066 -2.040  -0.0249
H 1.049 0.442 -0.822  -0.0290
O -1.730 -0.812 1.241  -0.1994
H -2.519 -0.400 0.882  -0.0294
H -0.846 -0.363 0.930  -0.0555

=====

A 3-piece molecular cluster, H5OS2 overall, computed with ωB97M-V/def2-TZVPD.

As for the gap between HOMO and LUMO: 4.34 eV. As for the energy above the lowest of the compared OMol25 structures with the same formula, charge and spin: 110.7 kcal/mol. Its total charge is +1.

Last column: Löwdin charge in e.
Positions of all 8 atoms, in Å:
O -2.864 1.500 0.311  0.0243
H -2.675 2.155 0.993  0.0739
H -2.081 1.092 -0.058  -0.0830
H 1.791 -0.792 -0.397  -0.3345
S -0.250 -0.390 0.080  0.8361
S 2.961 -1.475 -0.567  0.7461
H -0.707 -1.631 0.365  -0.1310
H 3.825 -0.459 -0.727  -0.1319

=====

A 2-piece molecular cluster, H5P3 overall, computed with ωB97M-V/def2-TZVPD.

As for the gap between HOMO and LUMO (spin up / spin down): 7.29 / 8.29 eV. As for the energy above the lowest of the compared OMol25 structures with the same formula, charge and spin: 83.9 kcal/mol.

Last column: Löwdin charge in e.
Positions of all 8 atoms, in Å:
P -1.651 -0.273 -0.375  0.3247
P 1.348 -1.372 -0.459  0.4091
P -0.005 -0.509 0.951  0.0794
H -2.272 0.615 0.545  -0.1743
H -0.897 0.569 -1.161  -0.1950
H 1.266 -0.485 -1.330  -0.2637
H 2.418 -1.051 0.242  -0.2058
H -0.206 2.506 1.589  0.0256